# 1
DFT (wB97M-V/def2-TZVPD) results for a molecular structure, C30H26AsN3OPRhSe3Te.

Cartesian coordinates (Å):
Te1 -5.95255 0.95220 -1.01113
Rh1 -2.70802 -0.72859 0.45484
Se1 -3.60782 0.88548 2.06437
Se2 -4.41557 -0.91290 -1.31078
Se3 -5.27760 2.09049 1.08229
As1 3.58585 1.38697 -0.24312
P1 -0.88210 0.27530 -0.75841
O1 -2.36079 -2.54610 1.21013
N1 -4.38348 -3.17488 2.06889
N2 -0.12197 -5.14356 1.20704
N3 -4.13411 -6.48135 2.98901
C1 3.82249 3.51431 3.37358
C2 0.75809 0.62761 -0.07108
C3 -2.55910 -4.71761 1.95862
C4 1.88807 4.37057 2.24122
C5 -0.25660 -0.49630 -3.42861
C6 3.16867 2.57576 1.24218
C7 -3.37495 -5.73901 2.53775
C8 -3.10799 -3.46683 1.73887
C9 4.03863 2.62263 2.33089
C10 3.63003 -2.74529 0.29941
C11 2.10148 3.47039 1.20099
C12 -1.49174 2.94684 -0.60890
C13 0.03094 -1.45951 -4.38511
C14 3.78128 -1.44987 -0.18132
C15 -0.56581 -0.87387 -2.12168
C16 3.23982 -2.95757 1.61524
C17 2.74318 4.38883 3.33308
C18 -1.20799 -4.95302 1.54273
C19 -1.53132 1.82505 -1.43931
C20 -2.72374 3.12021 -3.08771
C21 3.00639 -1.87036 2.44556
C22 -2.17034 1.91506 -2.67214
C23 1.77681 1.22734 -1.03011
C24 3.14261 -0.57193 1.96203
C25 3.52362 -0.35307 0.64048
C26 0.03407 -2.80698 -4.04165
C27 -2.04579 4.14821 -1.02302
C28 -2.65498 4.23866 -2.27000
C29 -0.55058 -2.23078 -1.78291
C30 -0.24720 -3.19149 -2.73870
H1 0.26112 -3.55445 -4.79137
H2 1.92242 0.58034 -1.90145
H3 4.08608 -1.30226 -1.21213
H4 -3.21409 3.17831 -4.05113
H5 -2.01045 5.00845 -0.36597
H6 0.61892 1.24470 0.81860
H7 -0.23650 -4.23614 -2.45519
H8 1.47728 2.20364 -1.41405
H9 2.69220 -2.03023 3.46934
H10 3.10892 -3.96475 1.98847
H11 2.91474 0.26204 2.61358
H12 1.43058 3.48820 0.35266
H13 3.81121 -3.58859 -0.35496
H14 0.25716 -1.15652 -5.39948
H15 1.05311 5.06016 2.19579
H16 -2.26441 1.04213 -3.30595
H17 2.57646 5.08506 4.14516
H18 4.50135 3.52904 4.21703
H19 -4.98979 -3.91639 2.37789
H20 -1.05242 2.88251 0.38032
H21 -0.76411 -2.56029 -0.77059
H22 -4.79182 -2.30510 1.76891
H23 1.10506 -0.34295 0.28737
H24 4.89028 1.95395 2.37716
H25 -0.23761 0.55069 -3.70880
H26 -3.08557 5.17738 -2.59475

Results
LUMO (spin up / spin down) in eV: -0.921 / -2.640
Orbital gap (spin up / spin down) in eV: 7.0 / 5.3
Expectation value of S²: 6.02
Energy relative to the best compared isomer or geometry (same formula, charge and spin) in eV: 0.473
Net charge: 0
Multiplicity: 5

***

# 2
DFT (wB97M-V/def2-TZVPD) results for 2 unconnected molecules or ions with the total composition C30H26B2ClF7INO16S.

Cartesian coordinates (Å):
I1 -0.62752 0.23039 -4.63065
Cl1 -2.44438 -3.66178 1.97691
S1 0.80876 -1.68140 -0.99857
F1 0.62084 -4.10276 0.16069
F2 3.61469 -5.08529 -2.25192
F3 1.05740 -4.08664 -2.03098
F4 3.49277 -2.71885 -1.27359
F5 2.43941 -5.99048 -0.63266
F6 3.00930 -3.45302 0.74667
F7 4.43294 -5.23756 -0.26833
O1 1.19838 -1.33015 -2.32291
O2 5.90302 7.88033 3.75045
O3 -2.87009 -1.49695 -4.98507
O4 1.50833 -1.56177 4.10212
O5 8.05649 7.56389 4.31583
O6 2.31226 9.85712 2.05897
O7 6.18744 7.80777 1.41162
O8 4.46364 9.26394 2.34491
O9 -4.28264 -5.04219 -2.67587
O10 1.90514 6.94273 2.09455
O11 4.12684 6.92865 2.37448
O12 -3.91459 -0.63024 -0.20758
O13 -5.92349 -3.78739 -1.83002
O14 0.24239 -2.13370 2.35216
O15 1.54210 -1.11725 0.08456
O16 8.41072 7.47256 1.39768
N1 -1.25613 -1.82207 0.57474
C1 1.83901 3.13279 0.28791
C2 0.93179 1.59322 -1.31910
C3 -6.00167 -0.64867 -2.08060
C4 -0.10719 1.23992 -0.48304
C5 -3.89133 -3.87897 -0.60416
C6 -1.70960 -4.52205 -1.24322
C7 1.23863 -3.48677 -0.85174
C8 2.78608 -3.59121 -0.55506
C9 0.79548 2.79176 1.13418
C10 -2.42730 -3.33721 -0.82904
C11 -0.73468 -1.26871 1.84526
C12 -2.12469 -1.98260 -1.57808
C13 -1.24450 -5.52982 -1.67549
C14 -4.67189 -4.29362 -1.83286
C15 -1.97591 -1.37765 -4.20107
C16 7.19360 7.68514 3.49656
C17 -1.98370 -2.87481 0.58503
C18 2.82720 4.15677 0.72449
C19 2.95331 7.51634 2.21163
C20 -4.60662 -1.06680 -2.58168
C21 -0.61740 -2.39172 4.69202
C22 0.46566 -1.98602 3.72721
C23 1.88542 2.50570 -0.94043
C24 3.30336 -5.02942 -0.96529
C25 7.37815 7.63776 1.97856
C26 -1.23436 0.27573 -0.81666
C27 -0.97297 -1.24601 -0.79275
C28 3.16749 9.03026 2.19213
C29 -0.14838 1.87235 0.74589
C30 -1.85403 -2.39769 -3.06604
B1 5.17522 7.97352 2.47174
B2 -3.55486 -1.19708 -1.42675
H1 -0.86501 -2.84482 -3.12647
H2 -0.29617 -2.21046 5.70464
H3 -6.17205 -3.54136 -2.73081
H4 -2.60036 -3.14016 -3.31610
H5 -1.54076 -1.06449 2.54359
H6 -1.59625 0.54796 -1.80464
H7 -4.50569 -3.32787 0.09820
H8 -6.30520 -1.31577 -1.27993
H9 1.02114 1.15899 -2.30011
H10 2.55656 5.15009 0.38053
H11 -4.63146 -1.91592 -3.25992
H12 -0.91621 -6.31355 -2.31034
H13 -0.82230 -3.44921 4.53858
H14 -1.54777 -1.86389 4.50086
H15 -4.24733 -0.23098 -3.19555
H16 2.68115 2.76798 -1.62029
H17 -6.74024 -0.67912 -2.87254
H18 -0.25855 -0.31892 1.60771
H19 -5.94522 0.33211 -1.62699
H20 -1.98781 0.50038 -0.07413
H21 2.87598 4.20673 1.80538
H22 -0.97341 1.65292 1.41619
H23 3.81778 3.95311 0.32690
H24 -3.72978 -4.82335 -0.08999
H25 -4.14204 -1.26877 0.47362
H26 0.69782 3.27581 2.09335

Results
LUMO in eV: -3.560
Orbital gap in eV: 4.7
Net charge: 0
Multiplicity: 1

***

# 3
DFT (wB97M-V/def2-TZVPD) results for a molecular structure, C30H26Cl2N5O10S4Ti.

Cartesian coordinates (Å):
Ti1 11.30466 8.96198 12.08128
Cl1 10.47150 5.97670 9.54124
Cl2 8.04618 9.62451 16.24857
S1 14.45227 5.73079 13.29046
S2 8.66182 9.69328 8.96038
S3 10.85690 11.61687 8.75632
S4 12.19802 6.52693 14.98758
O1 18.40318 7.51402 12.04999
O2 8.96440 6.36526 13.15257
O3 9.14896 9.81834 13.48578
O4 12.21058 8.87168 7.63710
O5 12.95930 9.65097 12.77716
O6 10.85136 8.48612 13.97654
O7 9.81212 7.71410 11.53537
O8 12.16146 8.66136 10.17426
O9 18.11679 8.18917 9.80979
O10 14.16049 9.25259 14.65756
N1 13.16527 6.77032 11.16579
N2 10.98591 11.05159 11.68194
N3 9.95976 10.40302 11.04643
N4 12.49518 7.06286 12.30336
N5 13.13992 12.35760 13.09122
C1 18.96374 7.42068 10.71294
C2 14.72389 6.49572 6.49440
C3 11.88744 12.31790 13.52939
C4 11.53938 12.54538 14.88676
C5 13.60056 7.30525 8.91058
C6 17.05128 8.60927 10.56933
C7 14.60124 6.33092 8.91055
C8 12.90835 6.47448 13.40574
C9 14.04611 9.35504 13.43584
C10 13.87778 12.92559 15.29771
C11 9.69811 8.98621 14.21276
C12 13.38224 5.44709 15.71417
C13 14.10346 12.65518 13.94006
C14 7.56462 9.24720 10.31074
C15 9.83086 5.42115 11.10853
C16 16.29584 8.52706 12.86855
C17 10.81098 11.94415 12.59584
C18 14.72757 5.64954 15.04145
C19 9.93084 10.61420 9.72166
C20 13.16418 7.92352 7.70328
C21 15.01353 9.68474 11.11024
C22 9.49841 6.59184 12.06507
C23 15.17417 5.95494 7.70762
C24 15.16041 9.19471 12.42291
C25 17.22677 8.22010 11.90620
C26 12.55997 12.86142 15.78318
C27 15.94270 9.33568 10.15160
C28 13.72999 7.47421 6.49432
C29 9.17720 8.50087 15.58142
C30 12.93827 7.63060 10.16745
H1 10.50192 12.46992 15.21394
H2 12.31351 13.06026 16.82343
H3 7.31341 8.20273 10.18037
H4 14.86931 5.85104 9.84334
H5 10.57424 4.74239 11.54635
H6 15.19343 6.59710 15.36251
H7 8.92457 4.85155 10.87372
H8 12.02154 9.15255 8.59512
H9 15.81096 9.60536 9.09691
H10 14.69864 13.17501 15.97860
H11 10.01360 8.35750 16.26949
H12 9.85707 12.46621 12.76728
H13 15.98293 5.21525 7.71662
H14 8.67433 7.53588 15.42818
H15 15.42023 4.82636 15.19197
H16 13.01416 4.42890 15.60013
H17 15.11495 12.64408 13.52762
H18 13.35741 7.92272 5.57326
H19 18.98204 6.37264 10.37544
H20 6.65888 9.83631 10.17929
H21 15.18388 6.12873 5.58355
H22 7.99304 9.41208 11.30074
H23 16.41132 8.25176 13.91540
H24 14.16033 10.33157 10.88018
H25 13.44062 5.69245 16.76552
H26 19.96397 7.85759 10.71348

Results
LUMO in eV: 1.665
Orbital gap in eV: 6.8
Energy relative to the best compared isomer or geometry (same formula, charge and spin) in eV: 0.000
Net charge: -1
Multiplicity: 1

***

# 4
DFT (wB97M-V/def2-TZVPD) results for a molecular structure, C30H26Cl3MgN5O8S3.

Cartesian coordinates (Å):
Cl1 0.06065 -2.04304 2.86326
Cl2 -0.21995 -1.74684 5.73376
Cl3 -2.52425 -2.37694 4.10476
S1 -2.83335 1.47826 -1.54574
S2 -1.39795 3.26796 1.14346
S3 -4.31695 1.47136 1.39656
Mg1 -1.42865 0.67676 1.42876
O1 0.35135 1.08956 2.05496
O2 -2.05825 -1.19064 0.89626
O3 4.86385 -0.09784 6.20516
O4 5.87205 -0.98684 0.21396
O5 4.23155 0.07686 -0.68054
O6 6.56655 -0.40264 4.93036
O7 0.40335 0.54316 4.20556
O8 0.69705 0.87686 -1.95914
N1 4.83855 -0.35844 0.26556
N2 -0.61505 0.05436 -0.27954
N3 5.39155 -0.19634 5.12286
N4 -2.06765 0.66956 3.41556
N5 -1.05675 -1.98194 -1.03924
C1 2.95355 0.26046 1.70696
C2 3.62985 -2.24284 -2.36864
C3 -2.32635 3.24006 -1.60414
C4 -1.29985 -1.07814 -0.07714
C5 -1.61205 -1.95804 -5.93724
C6 0.93785 0.73406 3.08356
C7 -1.32705 -0.61814 -3.96664
C8 -1.18885 3.56366 -0.65274
C9 1.31955 -2.07804 -1.72364
C10 4.54085 -0.05794 3.95266
C11 -0.53695 -1.60504 -3.39114
C12 2.36015 -1.73804 -2.58104
C13 -1.30575 -0.07914 3.88336
C14 0.07565 -0.01504 -1.43384
C15 -0.79215 -2.92834 -5.38734
C16 2.41455 0.44196 2.97616
C17 3.88105 -3.07364 -1.28764
C18 -0.05235 -1.47534 -1.96264
C19 4.28245 -0.11394 1.58436
C20 -4.64805 1.54946 -1.38994
C21 -1.86335 -0.79604 -5.23044
C22 -3.97015 3.03306 2.26406
C23 -3.03195 4.00376 1.55576
C24 5.09415 -0.26724 2.69736
C25 1.58025 -2.88884 -0.62564
C26 -1.00455 -1.48084 4.17846
C27 -0.26195 -2.75734 -4.12044
C28 2.85585 -3.38664 -0.41174
C29 3.20075 0.27416 4.10886
C30 -5.16085 2.14886 -0.09324
H1 2.17075 -1.06554 -3.40334
H2 -2.04215 -2.10604 -6.91684
H3 -3.45215 4.40716 0.63596
H4 -1.52005 0.29686 -3.43124
H5 -0.56535 -3.82604 -5.94454
H6 6.13445 -0.53924 2.58716
H7 -5.01695 3.22646 -0.07364
H8 -3.21485 3.84526 -1.43024
H9 -0.90655 4.61316 -0.76914
H10 0.79045 -3.13184 0.07206
H11 0.37775 -3.51954 -3.69864
H12 -5.05795 2.08146 -2.25164
H13 4.87775 -3.45574 -1.11754
H14 -0.32775 2.93296 -0.88814
H15 -6.22705 1.93666 0.00526
H16 -3.52655 2.71116 3.20636
H17 -2.48355 -0.02374 -5.66084
H18 3.04625 -4.01914 0.44466
H19 2.33645 0.39306 0.82676
H20 -2.81905 4.83546 2.23096
H21 -4.92745 0.49716 -1.46024
H22 -1.96395 3.43236 -2.61734
H23 -4.93005 3.51426 2.46396
H24 4.42845 -1.97384 -3.04214
H25 2.77565 0.40596 5.09446
H26 -1.45865 -2.90294 -1.08484

Results
LUMO in eV: -0.774
Orbital gap in eV: 7.9
Energy relative to the best compared isomer or geometry (same formula, charge and spin) in eV: 1.396
Net charge: 0
Multiplicity: 1